C18H21FeN2 | ωB97M-V/def2-TZVPD

Geometry (Å):
C1 -1.916 -0.954 3.737
C2 -1.117 0.261 3.720
C3 -1.368 0.948 2.463
C4 -2.332 0.162 1.711
C5 -2.660 -1.017 2.490
Fe1 -0.729 -0.898 2.181
C6 0.050 -2.706 1.942
C7 1.024 -1.787 2.502
C8 1.133 -0.646 1.615
C9 0.220 -0.849 0.478
C10 -0.093 0.135 -0.641
C11 1.107 0.989 -1.000
C12 0.799 2.134 -1.733
C13 1.732 3.152 -1.926
C14 3.039 3.026 -1.450
C15 3.392 1.855 -0.777
C16 2.474 0.802 -0.643
C17 -0.430 -2.155 0.689
H1 -2.010 -1.646 4.570
H2 -0.510 0.637 4.537
H3 -0.978 1.923 2.182
H4 -2.806 0.456 0.779
H5 -3.405 -1.764 2.225
H6 -0.222 -3.670 2.364
H7 1.606 -1.934 3.405
H8 1.839 0.173 1.705
H9 -0.978 0.732 -0.376
H10 -0.226 2.214 -2.124
H11 1.425 4.037 -2.479
H12 3.748 3.847 -1.569
H13 4.405 1.763 -0.385
H14 2.840 -0.152 -0.233
H15 -1.131 -2.646 0.009
C18 -0.893 -0.648 -4.370
N1 -1.241 -0.134 -2.986
N2 -0.478 -0.705 -1.800
H16 -1.182 0.199 -5.036
H17 0.207 -0.815 -4.500
H18 -1.463 -1.527 -4.785
H19 -2.251 -0.269 -2.824
H20 0.410 -1.014 -2.173
H21 -1.032 -1.508 -1.495

Gap between HOMO and LUMO (spin up / spin down), eV: 3.11 / 6.25
Total charge: -1
E, eV: -56365.1908
Strongest force on any atom, eV Å⁻¹: 2.82
Multiplicity: 5

The Mulliken scheme yields these atomic charges, measured in e: atom 1 (C): -0.747, atom 2 (C): -0.748, atom 3 (C): -0.462, atom 4 (C): -0.615, atom 5 (C): -0.805, atom 6 (Fe): -0.370, atom 7 (C): -0.866, atom 8 (C): -1.041, atom 9 (C): -0.694, atom 10 (C): 1.618, atom 11 (C): -0.553, atom 12 (C): 0.217, atom 13 (C): -0.555, atom 14 (C): -0.506, atom 15 (C): -0.383, atom 16 (C): -0.580, atom 17 (C): -0.367, atom 18 (C): -1.139, atom 19 (H): 0.464, atom 20 (H): 0.444, atom 21 (H): 0.472, atom 22 (H): 0.715, atom 23 (H): 0.430, atom 24 (H): 0.450, atom 25 (H): 0.407, atom 26 (H): 0.718, atom 27 (H): 0.027, atom 28 (H): 0.343, atom 29 (H): 0.368, atom 30 (H): 0.357, atom 31 (H): 0.358, atom 32 (H): 0.566, atom 33 (H): 0.119, atom 34 (C): -2.015, atom 35 (N): -0.229, atom 36 (N): 1.354, atom 37 (H): 0.375, atom 38 (H): 0.387, atom 39 (H): 0.561, atom 40 (H): 0.505, atom 41 (H): 0.645, atom 42 (H): -0.225